(1)
A molecular structure, C57H45Br2KN10O2S in a non-equilibrium geometry. Source: OMol25; level of theory: wB97M-V/def2-TZVPD.

Cartesian coordinates (Å):
K  -0.33  0.26  0.86
C  1.42  1.47  -6.41
C  0.58  2.60  -5.88
C  0.65  3.82  -6.50
C  0.06  4.96  -6.01
C  -0.73  4.85  -4.88
C  -0.81  3.66  -4.15
C  -0.24  2.51  -4.71
N  -0.52  1.27  -4.05
C  -0.76  1.14  -2.68
N  -2.09  1.33  -2.38
C  -2.93  1.44  -1.22
C  -2.41  1.82  0.06
C  -3.43  1.91  1.07
C  -4.81  1.63  0.84
C  -5.22  1.28  -0.47
C  -4.26  1.20  -1.52
C  -4.70  0.94  -2.96
N  0.09  0.71  -1.83
C  1.45  0.60  -2.18
C  2.14  1.72  -2.58
C  3.43  1.66  -3.07
C  4.05  0.41  -3.02
C  3.44  -0.69  -2.44
C  2.11  -0.61  -2.03
C  1.54  -1.79  -1.35
H  1.85  1.69  -7.35
H  0.85  0.53  -6.60
H  2.22  1.20  -5.71
H  1.24  3.87  -7.41
H  0.09  5.90  -6.53
H  -1.29  5.71  -4.52
H  -1.48  3.61  -3.28
H  0.01  0.53  -4.46
H  -2.62  1.26  -3.24
H  -3.19  2.14  2.12
H  -5.57  1.60  1.56
H  -6.27  1.05  -0.74
H  -5.71  0.60  -3.02
H  -4.08  0.24  -3.49
H  -4.60  1.91  -3.43
H  1.63  2.68  -2.52
H  3.94  2.55  -3.43
H  5.07  0.28  -3.39
H  4.00  -1.62  -2.26
H  1.93  -2.64  -1.93
H  0.45  -1.88  -1.39
H  1.89  -1.80  -0.38
S  -1.45  -7.12  4.71
N  -2.53  -6.32  3.76
C  -2.23  -5.08  3.87
C  -3.07  -3.96  3.37
C  -4.25  -4.16  2.75
C  -4.96  -3.02  2.33
C  -4.48  -1.75  2.69
N  -3.32  -1.56  3.30
C  -2.60  -2.66  3.61
C  -1.26  -2.38  4.14
N  -0.78  -1.13  4.09
C  0.35  -0.90  4.73
C  1.11  -1.85  5.38
C  0.65  -3.13  5.41
C  -0.53  -3.45  4.71
C  -1.08  -4.78  4.69
N  -0.58  -5.89  5.29
H  -4.62  -5.17  2.61
H  -5.90  -3.05  1.84
H  -4.99  -0.87  2.45
H  0.67  0.14  4.68
H  1.94  -1.61  6.04
H  1.19  -3.91  5.90
Br  0.99  -5.64  1.70
C  0.20  -5.53  0.01
C  0.46  -6.53  -0.85
C  0.00  -6.39  -2.20
C  -0.69  -5.30  -2.60
C  -0.96  -4.26  -1.65
C  -1.71  -3.13  -2.04
C  -2.18  -2.28  -1.09
C  -1.82  -2.42  0.26
C  -0.94  -3.43  0.73
C  -0.61  -4.41  -0.26
H  1.02  -7.41  -0.60
H  0.18  -7.21  -2.90
H  -1.03  -5.15  -3.62
H  -2.07  -3.16  -3.08
H  -2.89  -1.53  -1.40
H  -2.31  -1.77  1.03
N  -0.13  3.98  -0.50
H  -0.04  4.76  0.16
H  0.75  3.42  -0.59
H  -0.88  3.40  -0.21
Br  1.80  2.88  7.17
C  0.82  2.92  5.53
C  1.38  3.56  4.41
C  0.67  3.60  3.25
C  -0.52  2.88  3.16
C  -0.95  2.21  4.34
N  -0.34  2.25  5.55
H  2.32  4.12  4.47
H  1.06  4.05  2.34
H  -1.08  2.85  2.22
H  -1.85  1.65  4.39
O  3.94  4.57  -0.21
C  3.80  3.46  0.28
N  2.68  2.72  0.36
C  2.91  1.55  0.97
O  2.14  0.65  1.32
C  4.42  1.52  1.34
C  5.13  0.68  2.13
C  6.45  1.06  2.42
C  6.99  2.30  2.03
C  6.23  3.15  1.22
C  4.93  2.73  0.90
H  4.71  -0.26  2.63
H  7.12  0.45  3.07
H  8.03  2.58  2.25
H  6.54  3.99  0.72

LUMO energy in eV: 3.58
Total charge: -2
HOMO level in eV: -1.85
HOMO-LUMO gap in eV: 5.42

Results of the Mulliken charge analysis, in e, for atoms 1 through 2:
1 K 1.512
2 C -1.464

=====

(2)
A molecular structure, C57H47F5NP3PdSi in a non-equilibrium geometry. Source: OMol25; level of theory: wB97M-V/def2-TZVPD.

Cartesian coordinates (Å):
Pd  -0.73  0.54  -0.41
C  -0.88  4.22  0.09
Si  -0.61  2.54  0.85
C  -2.02  2.12  2.00
C  -3.17  2.93  1.96
C  -4.31  2.60  2.67
C  -4.35  1.44  3.44
C  -3.23  0.62  3.49
C  -2.08  0.95  2.78
P  -0.58  -0.07  2.96
C  -1.17  -1.72  3.36
C  -0.71  -2.44  4.47
C  -1.15  -3.73  4.68
C  -2.04  -4.33  3.80
C  -2.50  -3.62  2.69
C  -2.06  -2.33  2.47
C  0.31  0.66  4.34
C  -0.20  1.78  5.00
C  0.53  2.35  6.04
C  1.75  1.82  6.42
C  2.26  0.71  5.76
C  1.54  0.14  4.72
C  1.19  2.26  1.38
C  1.78  3.49  1.69
C  3.15  3.65  1.88
C  3.97  2.55  1.73
C  3.41  1.31  1.43
C  2.04  1.12  1.28
P  1.59  -0.69  1.41
C  0.67  -2.00  0.45
C  0.83  -3.16  1.15
C  0.19  -4.37  0.85
C  -0.75  -4.41  -0.19
C  -1.00  -3.31  -0.93
C  -0.27  -1.99  -0.74
C  3.22  -1.53  1.42
C  3.81  -1.98  2.59
C  5.02  -2.67  2.55
C  5.64  -2.90  1.34
C  5.06  -2.46  0.16
C  3.85  -1.78  0.19
H  -1.07  4.98  0.86
H  -1.74  4.22  -0.58
H  -0.01  4.53  -0.48
H  -3.16  3.84  1.38
H  -5.18  3.25  2.63
H  -5.24  1.18  4.00
H  -3.25  -0.27  4.11
H  -0.04  -1.98  5.18
H  -0.81  -4.28  5.55
H  -2.39  -5.33  3.98
H  -3.20  -4.07  2.00
H  -2.42  -1.78  1.60
H  -1.15  2.21  4.72
H  0.13  3.22  6.55
H  2.31  2.27  7.23
H  3.21  0.29  6.05
H  1.95  -0.72  4.21
H  1.16  4.37  1.77
H  3.55  4.62  2.13
H  5.04  2.64  1.83
H  4.10  0.49  1.35
H  1.49  -3.19  2.01
H  0.40  -5.25  1.45
H  -1.29  -5.32  -0.40
H  -1.74  -3.32  -1.71
H  -1.16  -1.37  -0.45
H  3.34  -1.82  3.55
H  5.47  -3.02  3.47
H  6.59  -3.43  1.31
H  5.55  -2.64  -0.79
H  3.40  -1.45  -0.73
N  -2.88  0.46  -0.96
C  -3.06  1.20  -2.19
C  -4.04  2.19  -2.24
C  -4.23  2.91  -3.41
C  -3.45  2.62  -4.52
C  -2.47  1.64  -4.45
C  -2.24  0.92  -3.28
P  -0.80  -0.28  -3.30
C  0.44  1.13  -3.21
C  1.78  0.94  -3.61
C  2.70  1.96  -3.56
C  2.33  3.22  -3.11
C  1.03  3.44  -2.71
C  0.09  2.40  -2.76
C  -0.71  -0.85  -5.01
C  0.01  -0.16  -5.99
C  -0.02  -0.57  -7.31
C  -0.77  -1.68  -7.67
C  -1.51  -2.36  -6.72
C  -1.49  -1.95  -5.40
H  -3.19  -0.50  -1.12
H  -3.44  0.85  -0.21
H  -4.65  2.38  -1.37
H  -4.99  3.67  -3.46
H  -3.60  3.15  -5.45
H  -1.86  1.44  -5.32
H  2.10  -0.02  -3.98
H  3.72  1.78  -3.89
H  3.05  4.03  -3.09
H  0.71  4.42  -2.40
H  -0.93  2.64  -2.49
H  0.58  0.72  -5.73
H  0.54  -0.03  -8.05
H  -0.80  -2.00  -8.71
H  -2.11  -3.22  -7.00
H  -2.07  -2.49  -4.67
F  1.48  -0.71  -1.68
C  0.36  -1.44  -2.08
F  -1.97  -1.43  -2.77
C  0.97  -2.63  -2.86
F  0.04  -3.42  -3.39
F  1.73  -3.37  -2.04
F  1.77  -2.22  -3.85

LUMO energy (alpha / beta) in eV: -4.71 / -7.53
Multiplicity: 5
Total charge: +2
HOMO level (alpha / beta) in eV: -11.69 / -13.44
HOMO-LUMO gap (alpha / beta) in eV: 6.99 / 5.90

Results of the Mulliken charge analysis, in e, for atoms 1 through 2:
1 Pd 0.296
2 C -1.655

=====

(3)
A molecular structure, C57H48NOP2PtS in a non-equilibrium geometry. Source: OMol25; level of theory: wB97M-V/def2-TZVPD.

Cartesian coordinates (Å):
Pt  0.47  0.20  -0.17
O  -1.06  0.14  2.13
S  -1.80  -0.19  0.89
C  -3.25  0.89  0.92
C  -4.12  0.76  1.98
C  -5.36  1.41  2.01
C  -5.72  2.17  0.93
C  -6.98  2.92  0.60
C  -6.71  3.58  -0.77
C  -5.31  3.19  -1.12
C  -4.51  3.50  -2.19
C  -3.19  3.02  -2.20
C  -2.68  2.19  -1.21
P  -0.86  1.99  -1.19
C  -0.51  3.62  -0.44
C  -0.37  3.62  0.95
C  -0.14  4.81  1.62
C  -0.03  5.99  0.91
C  -0.18  5.99  -0.47
C  -0.43  4.81  -1.15
C  -0.48  1.96  -2.97
C  -1.18  1.02  -3.72
C  -0.83  0.76  -5.02
C  0.24  1.42  -5.60
C  0.94  2.37  -4.86
C  0.59  2.64  -3.55
C  -3.52  1.78  -0.14
C  -4.80  2.35  -0.12
C  -2.58  -1.78  1.27
C  -3.90  -2.03  0.95
C  -4.57  -3.18  1.38
C  -3.90  -4.07  2.18
C  -4.34  -5.32  2.88
C  -3.06  -5.87  3.55
C  -1.99  -4.86  3.24
C  -0.66  -4.80  3.57
C  0.11  -3.77  3.01
C  -0.41  -2.77  2.20
P  0.84  -1.76  1.31
C  1.97  -1.47  2.71
C  1.48  -0.65  3.73
C  2.27  -0.36  4.82
C  3.56  -0.86  4.90
C  4.04  -1.68  3.89
C  3.26  -1.98  2.80
C  1.64  -3.08  0.32
C  2.81  -2.76  -0.36
C  3.47  -3.69  -1.14
C  2.95  -4.97  -1.26
C  1.76  -5.29  -0.63
C  1.10  -4.34  0.14
C  -1.81  -2.75  1.95
C  -2.54  -3.84  2.44
H  -3.85  0.11  2.79
H  -6.01  1.29  2.87
H  -7.19  3.66  1.37
H  -7.84  2.24  0.56
H  -6.81  4.67  -0.71
H  -7.41  3.23  -1.53
H  -4.85  4.13  -2.99
H  -2.55  3.32  -3.00
H  -0.43  2.68  1.49
H  -0.03  4.81  2.69
H  0.19  6.91  1.43
H  -0.11  6.92  -1.02
H  -0.56  4.82  -2.22
H  -2.01  0.49  -3.26
H  -1.38  0.03  -5.60
H  0.53  1.21  -6.62
H  1.77  2.90  -5.31
H  1.14  3.38  -3.00
H  -4.45  -1.30  0.37
H  -5.61  -3.31  1.12
H  -4.76  -6.04  2.17
H  -5.11  -5.09  3.61
H  -2.78  -6.85  3.15
H  -3.18  -5.98  4.63
H  -0.19  -5.54  4.20
H  1.17  -3.77  3.21
H  0.48  -0.26  3.65
H  1.88  0.28  5.60
H  4.17  -0.62  5.75
H  5.04  -2.08  3.96
H  3.64  -2.63  2.02
H  3.21  -1.75  -0.29
H  4.38  -3.43  -1.65
H  3.47  -5.71  -1.84
H  1.33  -6.28  -0.74
H  0.15  -4.61  0.59
C  2.60  2.83  -0.22
N  2.70  1.38  -0.31
C  3.50  0.90  0.82
C  3.30  0.98  -1.60
C  2.53  -0.05  -2.39
C  3.03  -0.49  -3.61
C  2.37  -1.46  -4.34
C  1.19  -2.01  -3.86
C  0.67  -1.55  -2.66
C  1.33  -0.58  -1.93
H  3.60  3.29  -0.25
H  2.12  3.12  0.72
H  2.02  3.22  -1.05
H  4.52  1.30  0.78
H  3.54  -0.18  0.83
H  3.05  1.23  1.76
H  4.32  0.61  -1.43
H  3.40  1.87  -2.23
H  3.96  -0.08  -3.98
H  2.77  -1.79  -5.28
H  0.68  -2.78  -4.42
H  -0.26  -1.98  -2.29

LUMO energy (alpha / beta) in eV: -2.98 / -2.89
Total charge: +1
HOMO level (alpha / beta) in eV: -8.93 / -8.86
HOMO-LUMO gap (alpha / beta) in eV: 5.94 / 5.98

Results of the Mulliken charge analysis, in e, for atoms 1 through 2:
1 Pt 2.164
2 O -0.588

=====

(4)
A molecular structure, C57H50BrN13O2Ti. Source: OMol25; level of theory: wB97M-V/def2-TZVPD.

Cartesian coordinates (Å):
Ti  -1.30  -0.84  -0.03
N  3.55  -0.22  0.01
C  2.25  -0.06  0.37
N  1.33  -0.93  0.22
C  1.65  -2.16  -0.35
N  0.75  -3.06  -0.46
N  -0.48  -2.62  -0.05
C  -1.35  -3.62  0.23
C  -2.45  -3.25  0.98
C  -3.46  -4.12  1.47
C  -4.38  -3.67  2.36
C  -4.33  -2.31  2.79
C  -3.39  -1.49  2.25
N  -2.48  -1.90  1.32
C  3.02  -2.40  -0.82
C  3.40  -3.56  -1.49
C  4.70  -3.72  -1.93
C  5.64  -2.71  -1.71
C  5.27  -1.54  -1.07
C  3.97  -1.39  -0.62
H  4.19  0.55  0.11
H  2.01  0.90  0.82
H  -1.11  -4.64  -0.05
H  -3.47  -5.15  1.13
H  -5.14  -4.33  2.75
H  -5.02  -1.93  3.53
H  -3.34  -0.45  2.52
H  2.65  -4.31  -1.67
H  4.98  -4.62  -2.46
H  6.65  -2.83  -2.07
H  6.00  -0.75  -0.91
C  -1.86  -4.82  -4.53
C  -0.73  -4.69  -3.50
C  0.46  -3.92  -4.01
C  1.44  -4.57  -4.75
C  2.56  -3.89  -5.20
C  2.72  -2.56  -4.88
C  1.77  -1.88  -4.13
C  2.02  -0.43  -3.76
C  1.84  0.49  -4.97
C  0.61  -2.55  -3.73
N  -0.38  -1.92  -2.96
C  -1.48  -1.56  -3.50
C  -2.67  -1.20  -2.76
C  -3.91  -1.01  -3.34
C  -4.85  -1.02  -2.30
C  -4.13  -1.23  -1.14
N  -2.80  -1.33  -1.39
H  -2.68  -5.43  -4.14
H  -1.50  -5.28  -5.45
H  -2.27  -3.84  -4.78
H  -0.39  -5.69  -3.22
H  -1.11  -4.22  -2.59
H  1.32  -5.62  -4.96
H  3.32  -4.41  -5.78
H  3.62  -2.03  -5.19
H  3.04  -0.35  -3.38
H  1.34  -0.14  -2.95
H  2.50  0.19  -5.79
H  2.08  1.53  -4.73
H  0.81  0.45  -5.34
H  -1.61  -1.58  -4.59
H  -4.11  -0.93  -4.40
H  -5.92  -0.92  -2.37
H  -4.50  -1.31  -0.13
Br  -0.46  5.85  4.42
C  -0.99  5.93  2.60
C  -2.23  6.47  2.28
C  -2.58  6.60  0.95
C  -1.73  6.14  -0.05
C  -0.50  5.59  0.28
C  -0.13  5.49  1.61
N  -2.12  6.46  -1.40
N  -2.04  5.63  -2.31
C  -1.68  4.27  -2.03
C  -0.58  3.75  -2.66
C  -0.11  2.46  -2.40
C  -0.79  1.64  -1.51
O  -0.43  0.43  -1.17
C  -2.00  2.14  -0.93
N  -2.66  1.26  -0.14
C  -3.80  1.63  0.39
C  -4.35  2.90  0.20
C  -3.69  3.81  -0.58
C  -2.46  3.45  -1.17
H  -2.89  6.83  3.07
H  -3.52  7.07  0.67
H  0.17  5.25  -0.49
H  0.84  5.08  1.88
H  -0.05  4.39  -3.36
H  0.77  2.08  -2.90
H  -4.31  0.89  1.00
H  -5.30  3.15  0.65
H  -4.11  4.80  -0.75
C  4.63  2.84  2.60
C  3.84  2.12  3.65
C  3.26  2.80  4.71
C  2.52  2.12  5.68
C  2.36  0.75  5.60
N  1.58  0.09  6.58
C  0.81  -1.05  6.40
O  0.64  -1.85  7.29
N  0.23  -1.21  5.16
C  -0.17  -0.22  4.25
C  -0.43  1.10  4.60
C  -0.80  1.99  3.62
C  -0.96  1.54  2.32
N  -0.77  0.26  1.98
C  -0.35  -0.59  2.92
C  2.96  0.05  4.56
C  3.69  0.73  3.60
H  4.55  3.92  2.72
H  4.28  2.59  1.60
H  5.69  2.58  2.65
H  3.36  3.87  4.78
H  2.04  2.67  6.48
H  1.83  0.23  7.55
H  -0.17  -2.13  5.04
H  -0.34  1.41  5.63
H  -0.98  3.03  3.85
H  -1.26  2.22  1.53
H  -0.17  -1.60  2.59
H  2.87  -1.03  4.51
H  4.17  0.17  2.81

LUMO energy (alpha / beta) in eV: -0.34 / -0.34
HOMO level (alpha / beta) in eV: -5.85 / -5.85
HOMO-LUMO gap (alpha / beta) in eV: 5.52 / 5.51

Results of the Mulliken charge analysis, in e, for atoms 1 through 2:
1 Ti -0.800
2 N 0.341

=====

Number 1: calculated total energy -9043.341110 Ha. Number 2: calculated total energy -4195.175963 Ha. Number 3: calculated total energy -3530.869917 Ha. Number 4: calculated total energy -6488.014571 Ha.